Formula: C42H71INO26
Source: the Open Molecules 2025 dataset
Level of theory: the ωB97M-V functional and the def2-TZVPD basis

```
141
Properties=species:S:1:pos:R:3:forces:R:3:mulliken_charge:R:1
I -25.0431 6.3279 0.8792 -0.051 0.056 -0.236 -0.478
C -18.4674 8.2702 -6.9356 0.236 -0.176 -0.040 -1.353
C -18.6228 7.8152 -5.4973 0.288 -0.472 0.197 -0.365
N -19.9945 7.5138 -5.1416 -0.420 0.244 0.698 0.206
C -20.6261 6.4420 -5.9083 -0.122 0.299 -0.195 -0.469
C -20.0907 5.0384 -5.7231 0.546 -0.875 -0.599 -1.008
C -20.1513 7.3053 -3.7036 0.238 -0.407 0.197 -1.126
C -21.5427 7.5984 -3.2198 -0.770 0.336 -0.255 -0.033
H -17.4585 8.6744 -7.0813 -0.205 -0.037 -0.053 0.428
H -19.2084 9.0348 -7.1882 0.106 -0.077 0.067 0.322
H -18.5866 7.4240 -7.6087 -0.011 0.042 -0.227 0.291
H -17.9662 6.9351 -5.2819 -0.058 0.457 -0.233 0.316
H -18.2743 8.6262 -4.8532 -0.123 -0.078 0.134 0.418
H -21.6942 6.4224 -5.6898 -0.017 0.131 0.162 0.095
H -20.5675 6.7529 -6.9487 0.047 -0.195 -0.224 0.456
H -19.0263 4.9286 -5.9609 -0.010 0.269 0.071 0.338
H -20.2344 4.6022 -4.7455 -0.127 0.182 0.451 0.120
H -20.5831 4.3314 -6.4009 -0.157 0.276 -0.041 0.431
H -19.4971 7.9760 -3.1446 0.294 0.025 -0.258 0.540
H -19.8854 6.2807 -3.4045 0.150 0.059 -0.022 0.214
H -21.6349 7.4457 -2.1383 0.029 -0.130 -0.218 0.131
H -22.3120 7.0172 -3.7417 0.166 -0.119 0.246 -0.361
H -21.7527 8.6457 -3.4502 -0.079 0.037 0.109 0.327
C -28.9447 8.4953 -2.1015 -0.996 -0.455 0.154 -0.616
C -29.8109 7.5336 -1.2208 1.044 0.283 -1.672 0.250
C -28.9633 6.5651 -0.3826 -0.875 0.724 0.421 0.410
O -29.4022 6.8975 0.9459 -0.263 0.401 0.765 0.095
C -30.3343 7.9347 0.9711 2.556 -2.443 -4.308 0.191
O -30.7959 8.4348 1.8914 -1.427 1.335 3.321 -0.407
O -30.5886 8.2813 -0.3214 -0.247 0.343 0.754 -0.440
H -28.4713 7.9377 -2.9185 0.044 0.098 0.362 -0.054
H -28.2044 9.0331 -1.5019 -0.011 -0.231 -0.062 -0.052
H -29.5988 9.2328 -2.5798 0.061 -0.068 0.159 0.505
H -30.5149 6.9625 -1.8276 0.069 0.124 -0.276 0.405
H -27.8887 6.7231 -0.4892 0.005 0.075 0.281 -0.528
H -29.2110 5.5261 -0.5964 0.022 -0.065 0.154 0.251
C -22.5977 2.8792 1.2208 0.835 0.260 0.836 -1.054
C -22.3925 3.0187 -0.2609 -0.071 0.289 -1.121 0.931
C -22.0118 4.4297 -0.7990 -0.665 -0.972 1.560 0.409
O -21.0872 4.1710 -1.8190 0.893 -0.035 -1.387 -0.063
C -20.5810 2.9029 -1.7737 -3.970 1.298 3.969 0.477
O -19.7625 2.4284 -2.4315 1.994 -0.933 -1.726 -0.510
O -21.2433 2.2715 -0.6994 0.886 -0.321 -0.886 -0.532
H -21.6650 3.1490 1.7259 0.055 0.057 -0.006 0.562
H -22.8238 1.8747 1.5674 -0.083 -0.295 -0.437 0.508
H -23.3566 3.5371 1.6472 -0.121 0.189 -0.519 -0.509
H -23.2568 2.6152 -0.7997 0.124 0.108 -0.062 -0.180
H -21.5313 4.9504 0.0267 0.218 0.393 -0.035 -0.110
H -22.8729 5.0013 -1.1276 0.074 0.031 -0.317 -0.085
C -28.2269 10.5894 1.1728 0.193 -1.016 0.181 -1.428
C -27.9934 10.1900 2.6706 -0.813 1.106 -1.208 1.174
C -26.8262 9.2995 2.9303 1.035 0.207 0.065 1.035
O -26.0525 10.0009 3.9433 -0.389 0.054 -0.156 -0.352
C -26.5641 11.2849 4.1377 -1.820 -5.156 -3.320 0.585
O -26.1213 12.0672 4.8337 1.848 3.469 2.879 -0.502
O -27.6976 11.3743 3.4125 -0.389 0.934 0.082 -0.536
H -27.3688 11.0405 0.6773 0.267 0.131 0.584 0.275
H -29.0764 11.2266 0.9812 -0.361 0.317 0.512 0.499
H -28.4247 9.7073 0.5510 0.034 -0.202 0.421 -0.108
H -28.8650 9.7233 3.1216 -0.437 0.267 -0.216 -0.195
H -26.2278 9.2005 2.0342 0.400 -0.166 -0.116 -0.518
H -27.1586 8.3120 3.2468 0.347 0.041 0.368 -0.125
C -25.0088 9.7915 -3.1684 0.128 0.857 -0.349 -1.646
C -24.6034 9.5690 -1.7223 -0.324 -0.200 -0.175 1.950
C -23.1287 9.9237 -1.4092 -2.501 -0.271 0.190 0.183
O -23.2845 10.8338 -0.3197 0.980 0.776 0.636 -0.439
C -24.5848 11.1022 0.0339 1.237 -2.968 -2.847 0.518
O -24.9623 11.7013 0.9538 -0.359 1.515 1.642 -0.456
O -25.3720 10.4355 -0.8447 -0.282 -0.303 -0.363 -0.384
H -24.4904 9.1052 -3.8375 0.151 -0.128 0.121 0.348
H -24.7777 10.8210 -3.5102 0.118 -0.413 0.321 0.435
H -26.0712 9.6832 -3.3678 -0.229 -0.270 0.348 0.245
H -24.7657 8.5197 -1.4364 -0.362 0.339 0.157 -0.899
H -22.7312 10.3351 -2.3211 0.793 0.677 0.172 0.354
H -22.6501 8.9984 -1.1186 0.563 0.288 0.347 -0.111
C -27.8660 2.7742 1.1996 -0.274 -0.732 -0.977 -1.090
C -27.2324 1.8674 0.1220 0.633 1.064 0.834 0.462
C -25.7203 2.1088 -0.0409 0.141 -0.071 0.045 1.490
O -25.1573 0.8038 -0.0516 -0.540 -0.950 0.015 -0.406
C -26.1036 -0.1096 0.3739 0.087 3.609 -0.986 0.495
O -25.9128 -1.2250 0.5853 0.694 -3.231 0.564 -0.507
O -27.3060 0.4953 0.4702 -0.430 -0.043 0.301 -0.451
H -27.6918 3.8199 0.9491 0.182 0.096 0.018 0.092
H -27.4694 2.5541 2.1892 0.052 -0.050 -0.087 0.240
H -28.9430 2.6004 1.1689 -0.042 0.061 0.301 0.601
H -27.7180 1.9909 -0.8494 -0.159 0.037 0.097 0.270
H -25.1778 2.6350 0.7468 -0.719 0.303 0.171 -0.409
H -25.5358 2.6179 -0.9778 0.290 -0.077 -0.219 -0.706
C -23.2263 5.0332 4.3439 -0.143 -0.584 1.055 -0.690
C -24.0889 3.8141 4.7627 0.306 1.438 -1.042 0.280
C -25.2917 3.6758 3.8325 -0.009 -0.467 -0.076 0.958
O -25.2989 2.2594 3.4820 0.201 0.838 0.675 -0.358
C -24.1375 1.6952 3.9637 -1.844 2.430 -0.465 0.485
O -23.8682 0.5839 3.8089 0.910 -3.303 -0.412 -0.501
O -23.3930 2.5969 4.5804 0.951 0.286 0.629 -0.413
H -22.8440 4.9851 3.3263 -0.136 -0.294 -0.001 -0.155
H -22.3954 5.1340 5.0490 0.004 0.064 -0.171 0.476
H -23.8401 5.9297 4.4160 -0.091 0.055 0.014 0.121
H -24.3925 3.8858 5.8094 0.096 0.017 -0.028 0.401
H -25.2032 4.2721 2.9202 0.044 -0.102 0.071 -0.678
H -26.1873 3.9815 4.3672 -0.324 -0.362 -0.194 -0.052
C -21.1348 7.5093 2.3700 -0.398 0.283 -0.012 -1.265
C -21.7397 8.9222 2.4882 -0.386 -0.561 0.152 0.964
C -22.9887 9.0091 3.4091 0.386 -0.232 -0.884 1.035
O -22.7252 10.1002 4.2757 0.026 -0.506 -0.689 -0.386
C -21.4218 10.4906 4.1286 -3.140 -2.485 -1.495 0.490
O -21.0040 11.2966 4.8298 2.708 3.003 2.115 -0.512
O -20.8339 9.8255 3.1278 0.880 0.023 -0.022 -0.462
H -20.8557 7.0892 3.3386 -0.019 0.276 0.120 0.340
H -20.2513 7.5124 1.7399 0.143 0.084 -0.110 0.452
H -21.8591 6.8064 1.9317 -0.013 0.398 -0.013 0.075
H -21.9562 9.3501 1.4984 0.050 -0.227 0.224 -0.191
H -23.0966 8.1034 3.9928 -0.122 -0.214 0.168 -0.273
H -23.8707 9.1573 2.7885 -0.148 0.184 0.371 -0.335
C -27.6048 5.9939 -4.4019 -0.052 -0.260 0.697 -1.960
C -26.4481 5.9634 -3.3594 -0.481 -1.449 -0.484 2.128
C -26.3122 4.6194 -2.5429 -1.524 1.349 -0.153 0.025
O -25.1111 4.0290 -2.9162 0.443 0.804 -0.905 -0.369
C -24.4639 4.8595 -3.8127 -2.490 0.382 2.028 0.444
O -23.4257 4.5757 -4.2332 2.381 -0.041 -1.593 -0.438
O -25.1813 6.0214 -4.0209 0.609 -0.650 0.069 -0.442
H -27.6185 5.1537 -5.0999 0.545 -0.083 0.106 0.424
H -27.6377 6.9077 -5.0043 0.163 -0.023 0.305 0.390
H -28.5632 5.8876 -3.8681 0.247 0.268 -0.016 0.419
H -26.5612 6.7494 -2.6137 0.324 0.409 -0.355 -0.795
H -27.1387 3.9651 -2.7799 -0.266 -0.375 -0.005 0.280
H -26.3261 4.9007 -1.4952 0.232 -0.330 0.359 -0.172
O -31.0794 5.9357 4.5123 -1.108 -0.324 -0.089 -0.633
C -29.9581 6.2311 4.2519 1.842 -0.415 -0.212 0.212
O -29.3624 7.3550 4.6743 -0.580 0.167 0.816 -0.029
C -30.1814 8.2127 5.5050 0.844 1.419 -0.339 -0.391
C -29.2378 9.1725 6.1927 0.751 0.572 0.007 -0.903
C -28.8870 5.3527 3.6140 -0.201 -0.159 -0.013 -0.616
H -30.8242 7.7774 6.2553 0.005 -1.051 -0.214 0.487
H -30.7955 8.7903 4.8187 -0.342 -0.058 -0.014 0.201
H -28.4201 8.7493 6.7780 -0.311 -0.595 0.077 0.293
H -29.7658 9.8524 6.8530 -0.303 0.039 0.082 0.441
H -28.7071 9.8008 5.4836 -0.110 0.149 -0.337 0.034
H -29.2877 4.5234 3.0451 -0.405 0.048 -0.126 0.351
H -28.3584 4.8949 4.4510 0.162 0.116 0.084 0.398
H -28.1733 5.8922 2.9871 -0.152 0.113 0.244 0.142
```
Forces are in eV/Å.

Summary:
* 2S+1: 1
* total charge: -1
* orbital gap: 8.059 eV
* highest occupied orbital energy: -6.5 eV